1.
Density functional theory data (the ωB97M-V functional and the def2-TZVPD basis) for a 7-piece molecular cluster, H14O7 overall.

Calculated values
**SMILES**: O.O.O.O.O.O.O
**Relative energy (zero: lowest compared OMol25 entry of this formula, charge and spin)**: 1.729 eV
**LUMO**: -0.003 Ha
**Gap between HOMO and LUMO**: 10.36 eV
**HOMO energy**: -10.5 eV

Last columns: bonded neighbours and bond lengths (Å).
Cartesian coordinates (Å):
1 O -0.355 0.134 3.726  H2 0.969, H3 0.946
2 H -0.724 0.982 3.437  O1 0.969
3 H -0.329 -0.447 2.980  O1 0.946
4 O -1.274 1.887 -0.012  H5 0.957, H6 0.961
5 H -0.907 1.004 0.014  O4 0.957
6 H -0.648 2.255 0.617  O4 0.961
7 O 0.037 -1.972 2.074  H8 0.987, H9 0.926
8 H 0.623 -2.069 2.862  O7 0.987
9 H -0.654 -2.589 2.075  O7 0.926
10 O -0.424 2.041 -2.703  H11 0.909, H12 0.946
11 H -0.721 2.204 -1.860  O10 0.909
12 H 0.490 1.815 -2.613  O10 0.946
13 O -0.278 -0.696 -0.386  H14 0.959, H15 0.988
14 H -0.183 -1.259 0.385  O13 0.959
15 H 0.627 -0.498 -0.730  O13 0.988
16 O 2.790 0.292 -0.898  H17 0.977, H18 0.941
17 H 3.477 0.306 -0.203  O16 0.977
18 H 3.199 0.681 -1.651  O16 0.941
19 O -1.919 -1.591 -2.349  H20 0.941, H21 0.943
20 H -1.271 -1.387 -1.698  O19 0.941
21 H -1.564 -1.097 -3.070  O19 0.943

---

2.
Density functional theory data (the ωB97M-V functional and the def2-TZVPD basis) for an isolated ion of composition CHF3N3 and charge +1.

Calculated values
**Charge**: +1
**Relative energy (zero: lowest compared OMol25 entry of this formula, charge and spin)**: 3.309 eV
**LUMO**: -0.232 Ha
**Gap between HOMO and LUMO**: 10.60 eV
**HOMO energy**: -16.9 eV

Last columns: bonded neighbours and bond lengths (Å).
Cartesian coordinates (Å):
1 C 3.109 0.083 1.875  N2 1.166, F5 1.228
2 N 2.140 -0.134 1.263  C1 1.166, N3 1.450
3 N 0.811 -0.485 0.800  N2 1.450, N4 1.223
4 N 0.159 0.224 0.047  N3 1.223, F6 1.490, F7 1.582, H8 1.166
5 F 4.179 0.052 2.477  C1 1.228
6 F -0.231 1.591 0.491  N4 1.490
7 F 0.954 0.549 -1.282  N4 1.582
8 H -0.839 -0.330 -0.190  N4 1.166

---

3.
Density functional theory data (the ωB97M-V functional and the def2-TZVPD basis) for an isolated ion of composition C4H8N6O2 and charge +2.

Calculated values
**SMILES**: [NH2+]=CN(C[NH+]=C=NCN=O)N=O
**Charge**: +2
**LUMO (spin up / spin down)**: -0.344 / -0.344 Ha
**Gap between HOMO and LUMO (spin up / spin down)**: 7.74 / 7.74 eV
**HOMO energy (spin up / spin down)**: -17.1 / -17.1 eV

Last columns: bonded neighbours and bond lengths (Å).
Cartesian coordinates (Å):
1 N 1.177 -2.154 0.548  C2 1.279, H13 0.980, H14 0.972
2 C 0.099 -1.502 0.762  N1 1.279, N3 1.298, H15 1.140
3 N 0.058 -0.524 1.614  C2 1.298, C4 1.384, N11 1.554
4 C -1.032 0.329 1.578  N3 1.384, N5 1.433, H16 1.168, H17 1.187
5 N -1.228 0.731 0.216  C4 1.433, C6 1.240, H18 1.015
6 C -0.378 0.618 -0.679  N5 1.240, N7 1.195
7 N 0.125 0.649 -1.763  C6 1.195, C8 1.324
8 C 0.426 0.971 -3.011  N7 1.324, N9 1.498, H19 1.091, H20 1.215
9 N 0.162 2.438 -3.165  C8 1.498, O10 1.154
10 O -0.065 2.849 -2.110  N9 1.154
11 N 0.857 -0.976 2.866  N3 1.554, O12 1.150
12 O 0.607 -0.436 3.850  N11 1.150
13 H 1.182 -3.055 0.163  N1 0.980
14 H 1.954 -1.984 1.107  N1 0.972
15 H -0.828 -1.805 0.171  C2 1.140
16 H -2.038 -0.103 1.984  C4 1.168
17 H -0.870 1.285 2.264  C4 1.187
18 H -2.061 1.309 0.239  N5 1.015
19 H 0.233 0.192 -3.749  C8 1.091
20 H 1.619 1.168 -2.887  C8 1.215

---

Summary of max |F| in Eh/bohr
0.0725 0.0962 0.1591
(order as listed above)